(1)
Below is C33H29N9O4STi as an isolated structure, with properties calculated with ωB97M-V/def2-TZVPD.

As for the relative energy (zero: lowest compared OMol25 entry of this formula, charge and spin): 0.0 kcal per mole. As for the HOMO-LUMO gap (alpha / beta): 6.29 / 6.29 eV. The calculation puts the total energy at -90243.8961 eV. As for the LUMO energy (alpha / beta): 0.13 / 0.13 eV.

Positions of all 77 atoms, in Å:
C (3.94190, 2.74720, 2.98810)
C (3.82997, 1.07930, -2.01374)
H (5.20049, -0.75620, 4.03222)
H (0.76504, -2.48129, -2.54046)
C (-1.85438, -5.14268, 1.08116)
N (1.74141, -0.12170, -1.77917)
O (2.05453, 0.64738, 0.78112)
N (-3.41219, -6.44802, 2.38901)
H (-0.42432, -3.92066, 0.06357)
H (5.44308, 3.50946, 4.30446)
H (-4.38138, -1.44766, -3.18302)
C (-3.13638, 3.15819, -3.02910)
H (6.25278, 1.27334, 4.97391)
C (2.41079, -1.30765, -1.86712)
C (-2.66234, 1.82727, 0.27758)
C (-4.56999, 1.24947, -2.98975)
H (-4.57624, 2.15165, 1.20788)
N (2.28110, 1.67761, 1.54907)
C (5.43756, 1.36349, 4.26798)
N (-0.45743, -0.82063, 0.62049)
C (-1.60491, -0.12484, 0.87229)
C (-3.72023, 1.50317, 1.10293)
H (3.04165, 3.79997, -2.35950)
H (5.56872, -0.12593, -2.06253)
H (-1.91824, -5.86959, 0.28009)
H (-3.69540, -6.90796, 1.54071)
C (1.99970, 3.52852, -2.45904)
N (-1.62185, 1.01642, 0.15772)
N (-2.21758, 0.97234, -2.74986)
C (-3.44214, 0.45437, -2.80704)
C (3.36951, 1.59337, 2.47679)
H (-2.63452, 2.74611, -0.29480)
O (0.11560, -1.01237, 3.07136)
H (1.13917, -2.62207, -0.81105)
H (-4.40722, -0.01559, 2.46652)
C (4.85011, 0.22384, 3.73726)
H (4.28261, -2.27608, -2.06935)
C (-1.67996, -3.28997, 3.14188)
H (1.39870, 5.41201, -3.22160)
H (-3.09262, -4.52071, 4.17607)
H (4.36288, 2.01831, -2.06597)
C (4.98258, 2.62065, 3.89398)
C (-0.26006, 4.01477, -3.14168)
S (0.15457, -1.74382, 1.83216)
C (-0.67217, 2.79365, -2.70220)
N (0.21042, 1.94910, -2.09243)
C (-3.55642, -1.02907, -2.60705)
H (-5.26628, 3.26507, -3.24598)
C (1.09230, 4.41369, -2.93909)
C (-3.61222, 0.30601, 1.80093)
C (3.76612, -1.32944, -2.00014)
C (-2.61269, -5.32493, 2.24166)
H (-2.62593, -1.51490, -2.89235)
H (3.32065, -0.54235, 2.40902)
C (-2.51219, -4.38569, 3.27097)
O (1.41879, -2.23812, 1.35528)
C (-4.40790, 2.61976, -3.10843)
O (0.57243, 2.52825, 0.65856)
Ti (0.48333, 0.82545, -0.52035)
H (-5.55179, 0.79622, -3.03095)
H (-3.73818, -1.25128, -1.55167)
N (-2.57717, -0.51415, 1.70005)
H (-2.98688, 4.22733, -3.07845)
C (4.48722, -0.10700, -2.01669)
C (-2.05872, 2.29276, -2.84620)
C (1.57051, -2.53973, -1.80659)
C (-1.01562, -4.05197, 0.96071)
H (3.57451, 3.71595, 2.68150)
C (2.40481, 1.06436, -1.99641)
C (1.56822, 2.19975, -2.16887)
N (1.51678, 2.68190, 1.52060)
H (-4.14604, -6.38509, 3.07373)
H (-0.93871, 4.67694, -3.65919)
H (-1.60957, -2.54894, 3.92598)
C (3.80559, 0.32747, 2.83200)
C (-0.92826, -3.12588, 1.99017)
H (2.16997, -3.42791, -1.99964)

---

(2)
Below is C33H30FeIN7O4S as an isolated structure at a distorted geometry, with properties calculated with ωB97M-V/def2-TZVPD.

As for the relative energy (zero: lowest compared OMol25 entry of this formula, charge and spin): 29.5 kcal per mole. As for the HOMO-LUMO gap (alpha / beta): 6.53 / 6.53 eV. The calculation puts the total energy at -106654.0162 eV. As for the LUMO energy (alpha / beta): -0.12 / -0.12 eV.

Positions of all 77 atoms, in Å:
H (-2.17243, 1.17119, -4.19389)
C (4.17056, 0.52071, 4.52215)
N (-0.37950, 0.74278, -1.40624)
C (-0.85592, -4.52158, -1.96920)
H (4.79408, -3.79800, -0.92134)
C (-0.25153, -5.05227, 0.68383)
H (0.62676, -5.99461, -2.44343)
C (-2.48855, -2.69904, -1.22973)
C (-1.21389, -4.10987, 0.36344)
C (-1.26371, 0.51894, -2.36796)
S (-2.33048, 0.39916, 1.16616)
C (-1.52162, -3.83427, -0.96431)
H (4.86558, -4.16183, 1.54479)
H (-1.75932, 2.07094, 3.30278)
H (0.79427, 0.71319, 2.67213)
H (-4.21705, -2.60356, -2.59496)
C (1.89637, -2.49722, 1.29474)
C (-1.94271, -0.77123, -2.16825)
C (0.42673, 1.78752, -1.48304)
N (-2.90236, -0.08621, 3.72562)
N (-1.76111, -1.42910, -1.10839)
N (-0.17471, -1.37608, 1.89692)
C (2.98311, 0.45035, 5.24137)
O (2.45001, 2.68771, -0.52114)
H (3.00643, 0.32780, 6.31681)
C (-0.65126, 2.53043, -3.46826)
C (0.83055, -2.11550, 2.18716)
O (0.87750, -1.66037, -0.69542)
H (-1.04605, -4.30379, -3.01278)
H (-0.77077, 3.24801, -4.26873)
C (4.03215, -3.64369, 1.08997)
C (0.10589, -5.47262, -1.65059)
H (5.12182, 0.45104, 5.03469)
C (1.74099, 0.67687, 3.19072)
Fe (-0.34321, -0.39670, 0.19838)
H (-3.26102, -2.71277, -0.45872)
H (1.09080, 4.01940, 4.23765)
C (3.38865, 2.32528, 0.52241)
H (3.31002, 3.06081, 1.32152)
C (0.90761, 4.10125, 3.17080)
C (0.41206, -5.73935, -0.32501)
H (-3.82191, 0.19835, 3.42837)
C (-3.13102, -2.58983, -2.63123)
H (0.88140, -2.48361, 3.21218)
H (-2.78499, -3.33838, -3.33752)
C (1.76990, 0.52538, 4.57159)
H (3.59027, 0.14679, 0.54395)
H (-1.00416, 3.03727, 4.53492)
H (5.06890, 0.69077, 2.58434)
H (-0.00566, -5.23942, 1.72163)
H (0.98469, 3.57665, -2.51275)
C (4.13879, 0.66277, 3.14361)
N (-1.05652, -1.18017, 2.96349)
C (2.92930, -2.77699, -0.87977)
H (2.99184, -3.34330, 2.92938)
H (1.82720, 3.95303, 2.61850)
C (2.93548, 0.91370, 0.97008)
H (-1.71067, -3.55171, 1.15048)
H (1.17143, -6.46984, -0.07745)
I (0.28808, 6.10897, 2.79408)
C (2.92348, 0.74572, 2.46843)
C (1.50581, 1.73649, -0.48281)
N (1.63620, 0.75992, 0.30600)
O (-0.16880, 2.75920, 1.50823)
N (-1.01498, 2.69150, 3.59336)
H (0.83447, 0.45006, 5.11246)
C (-1.44232, 1.39151, -3.42832)
C (2.98743, -3.18198, 1.85522)
H (2.88671, -2.62166, -1.95151)
C (-0.13991, 3.13349, 2.66455)
C (-2.03872, -0.38925, 2.67954)
C (3.98524, -3.43454, -0.29681)
H (-2.89244, -0.76425, 4.47333)
O (-2.72158, -1.28578, -3.13455)
C (0.31789, 2.72661, -2.49472)
C (1.84612, -2.27193, -0.11018)
H (4.38912, 2.35109, 0.09927)

---

The lowest relative energy (zero: lowest compared OMol25 entry of this formula, charge and spin) belongs to which entry?
C33H29N9O4STi

---

Look up the relative energy (zero: lowest compared OMol25 entry of this formula, charge and spin) of the second one.
29.5 kcal per mole

---

What is the formula in the second record?
C33H30FeIN7O4S

---

Which of these has the lowest relative energy (zero: lowest compared OMol25 entry of this formula, charge and spin)?
C33H29N9O4STi